No. 1
Density functional theory data (the ωB97M-V functional and the def2-TZVPD basis) for 2 unconnected molecules or ions with the total composition C5H4N3O5 in a non-equilibrium geometry.

Computed properties:
* 2S+1: 3
* total charge: -1
* LUMO energy (spin up / spin down): 3.6882 / 1.4452 eV
* ⟨S²⟩: 2.0116

```
17
Properties=species:S:1:pos:R:3:mulliken_charge:R:1
C 0.37 0.60 0.96 0.51
C -0.73 2.36 0.12 0.59
C -1.64 -2.42 -0.64 -0.32
C -1.40 -2.20 0.48 -0.47
C 2.25 -0.83 -0.01 0.59
N 0.53 1.79 0.32 0.37
N -0.90 0.35 1.13 -0.24
N 1.81 2.14 -0.14 -0.91
O 1.64 -0.70 -1.04 -0.55
O 1.38 -0.11 1.32 -0.58
O -0.98 3.41 -0.39 -0.60
O 3.28 -1.23 0.48 -0.61
O -1.59 1.47 0.65 -0.28
H -2.12 -2.84 -1.50 0.36
H -1.15 -2.03 1.55 0.45
H 1.76 1.51 -1.03 0.35
H 2.57 1.87 0.57 0.34
```

No. 2
Density functional theory data (the ωB97M-V functional and the def2-TZVPD basis) for 4 unconnected molecules or ions with the total composition C2H12NO4 in a non-equilibrium geometry.

Computed properties:
* total charge: -1
* ΔE to the lowest compared entry with this formula, charge and spin: 0.541 eV
* LUMO energy: 3.9441 eV

```
19
Properties=species:S:1:pos:R:3:mulliken_charge:R:1
C 0.08 -0.17 1.75 -0.78
N -0.67 -0.09 0.46 -0.23
C -0.54 1.24 -0.21 -0.47
O 0.67 1.84 0.10 -0.70
H 1.17 -0.31 1.63 0.21
H -0.34 -1.01 2.33 0.26
H -0.13 0.75 2.32 0.31
H -0.13 -0.69 -0.17 0.20
H -1.36 1.87 0.23 0.25
H -0.68 1.18 -1.30 0.34
H -2.72 -0.35 0.64 0.38
H -2.93 -1.76 0.93 0.30
O -3.40 -1.05 0.50 -0.72
H 3.08 0.98 -1.45 0.17
H 1.50 1.34 -0.53 0.46
O 2.20 0.59 -1.35 -0.95
H 1.03 -2.21 -1.84 0.28
H 1.89 -1.01 -1.26 0.42
O 1.52 -1.93 -1.05 -0.73
```

No. 3
Density functional theory data (the ωB97M-V functional and the def2-TZVPD basis) for 9 unconnected molecules or ions with the total composition C9H36O9 in a non-equilibrium geometry.

Computed properties:
* SMILES: CO.CO.CO.CO.CO.CO.CO.CO.CO
* ΔE to the lowest compared entry with this formula, charge and spin: 5.482 eV
* LUMO energy: 0.1774 eV

```
54
Properties=species:S:1:pos:R:3:mulliken_charge:R:1
C 3.39 -1.14 -0.66 -0.51
O 4.15 -2.19 -0.12 -0.53
H 3.46 -0.27 0.01 0.30
H 3.72 -0.75 -1.63 0.36
H 2.34 -1.41 -0.72 0.05
H 5.03 -1.85 0.09 0.31
C -1.21 -3.62 -1.79 -0.22
O -2.43 -4.23 -1.46 -0.52
H -0.43 -3.87 -1.05 0.25
H -0.92 -3.94 -2.79 0.32
H -1.26 -2.52 -1.87 -0.16
H -2.73 -3.89 -0.61 0.30
C -3.25 0.44 -2.07 -0.14
O -4.62 0.81 -1.97 -0.55
H -3.02 -0.06 -1.13 0.03
H -2.98 -0.11 -2.97 0.34
H -2.65 1.36 -2.11 0.04
H -5.01 0.83 -2.85 0.30
C 2.47 -1.82 2.66 -0.20
O 2.88 -0.65 3.34 -0.51
H 3.30 -2.52 2.56 0.34
H 1.68 -2.31 3.22 0.20
H 2.07 -1.56 1.67 -0.12
H 3.69 -0.30 2.95 0.29
C 0.61 0.26 -3.20 -0.40
O 0.21 1.51 -2.62 -0.50
H 1.55 -0.05 -2.74 -0.01
H -0.11 -0.54 -3.02 0.17
H 0.79 0.35 -4.27 0.37
H -0.53 1.76 -3.19 0.26
C 0.83 2.23 2.66 -0.32
O -0.29 3.00 2.22 -0.60
H 1.27 2.69 3.54 0.37
H 0.45 1.25 2.99 -0.02
H 1.53 2.05 1.84 0.15
H -0.57 2.54 1.40 0.45
C -1.17 -1.94 3.73 -0.36
O -2.38 -1.54 3.11 -0.52
H -1.25 -1.90 4.82 0.38
H -0.92 -2.94 3.40 0.25
H -0.37 -1.21 3.51 -0.05
H -2.85 -0.89 3.64 0.29
C -0.22 4.86 -1.54 -0.58
O 0.86 3.99 -1.26 -0.50
H -1.19 4.39 -1.73 0.21
H -0.33 5.54 -0.70 0.26
H 0.04 5.44 -2.43 0.30
H 0.89 3.23 -1.86 0.38
C -0.80 -0.04 0.37 0.04
O -0.87 1.33 -0.01 -0.42
H -1.46 -0.20 1.22 0.30
H -1.10 -0.75 -0.40 -0.18
H 0.21 -0.24 0.75 0.01
H -0.52 1.38 -0.93 0.30
```

No. 4
Density functional theory data (the ωB97M-V functional and the def2-TZVPD basis) for 2 unconnected molecules or ions with the total composition C4H4BrN2O2 in a non-equilibrium geometry.

Computed properties:
* total charge: +1
* ΔE to the lowest compared entry with this formula, charge and spin: 1.397 eV
* LUMO energy: -4.6078 eV

```
13
Properties=species:S:1:pos:R:3:mulliken_charge:R:1
C 1.14 1.13 -2.47 0.23
C -0.37 0.76 0.16 0.84
C -2.69 0.70 -0.88 0.62
C 0.20 -0.47 0.64 -1.44
N -1.71 0.05 -0.46 -0.15
N 0.66 0.30 -1.85 -0.35
O -3.52 1.35 -1.27 -0.14
O -0.26 1.90 0.33 -0.33
Br 2.05 2.19 -3.54 0.16
H -0.42 -0.97 1.33 0.49
H 1.05 -0.14 1.23 0.37
H 0.58 -1.16 -0.22 0.44
H -1.64 -0.92 -0.38 0.26
```

No. 5
Density functional theory data (the ωB97M-V functional and the def2-TZVPD basis) for 2 unconnected molecules or ions with the total composition C3H3IO in a non-equilibrium geometry.

Computed properties:
* ΔE to the lowest compared entry with this formula, charge and spin: 3.779 eV
* LUMO energy (spin up / spin down): 0.2474 / -0.4086 eV

```
8
Properties=species:S:1:pos:R:3:mulliken_charge:R:1
C -0.30 -0.71 0.45 -0.34
C 2.59 1.47 0.75 0.07
C 0.98 -0.88 0.48 -0.32
O 2.58 2.35 -0.01 -0.30
I 2.42 -2.20 0.01 0.16
H -1.05 -1.21 -0.12 0.30
H -0.73 0.30 0.68 0.18
H 3.12 1.40 1.70 0.26
```

No. 6
Density functional theory data (the ωB97M-V functional and the def2-TZVPD basis) for 2 unconnected molecules or ions with the total composition C3H4N2O3 in a non-equilibrium geometry.

Computed properties:
* SMILES: NC(=O)C(=O)O.C#N
* ΔE to the lowest compared entry with this formula, charge and spin: 1.152 eV
* LUMO energy: 0.4137 eV

```
12
Properties=species:S:1:pos:R:3:mulliken_charge:R:1
N -1.30 -0.33 0.75 -0.34
C -0.35 0.62 0.44 0.26
O -0.57 1.82 0.46 -0.55
C 1.10 0.09 0.52 0.77
O 2.01 0.57 -0.09 -0.51
O 1.21 -0.98 1.31 -0.47
H -1.03 -1.24 1.10 0.21
H -2.26 -0.03 0.81 0.21
H 2.10 -1.36 1.23 0.36
C -0.29 0.34 -2.08 0.13
N -0.78 -0.69 -1.94 -0.38
H 0.17 1.20 -2.52 0.32
```

No. 7
Density functional theory data (the ωB97M-V functional and the def2-TZVPD basis) for 2 unconnected molecules or ions with the total composition C5H14NO in a non-equilibrium geometry.

Computed properties:
* total charge: +1
* ΔE to the lowest compared entry with this formula, charge and spin: 1.911 eV
* LUMO energy: -2.9339 eV

```
21
Properties=species:S:1:pos:R:3:mulliken_charge:R:1
C 0.13 -1.04 0.44 -0.64
C -1.37 -0.99 0.27 -0.42
C -1.82 0.41 -0.30 -0.63
C -0.42 0.16 -2.38 -0.73
C -1.04 0.95 -1.45 -0.44
N 0.59 0.35 0.86 -0.23
H 0.71 -1.13 -0.53 0.34
H 0.46 -1.67 1.26 0.40
H -1.74 -1.86 -0.28 0.34
H -1.70 -1.00 1.35 0.30
H -1.88 1.11 0.64 0.30
H -2.80 0.34 -0.66 0.37
H -0.58 -0.89 -2.48 0.33
H 0.16 0.51 -3.21 0.29
H -1.23 1.97 -1.74 0.44
H 0.02 0.69 1.60 0.34
H 1.55 0.37 1.07 0.31
H 0.32 1.08 0.07 0.39
H 3.67 -0.57 1.81 0.29
H 3.75 0.96 2.00 0.30
O 3.20 0.24 1.68 -0.65
```

No. 8
Density functional theory data (the ωB97M-V functional and the def2-TZVPD basis) for 2 unconnected molecules or ions with the total composition C2H4FN in a non-equilibrium geometry.

Computed properties:
* ΔE to the lowest compared entry with this formula, charge and spin: 3.549 eV
* LUMO energy (spin up / spin down): -0.9393 / -0.4893 eV

```
8
Properties=species:S:1:pos:R:3:mulliken_charge:R:1
C 0.35 0.14 -0.18 0.62
C -0.87 -0.33 0.54 -0.79
N 0.50 0.04 -1.40 -0.55
F 1.27 0.68 0.67 -0.25
H -1.18 0.44 1.25 0.28
H -0.63 -1.23 1.09 0.25
H -1.67 -0.53 -0.17 0.29
H 2.23 0.79 -1.80 0.16
```